1.
Molecular formula: C39H37Co2N3O6P
Method: DFT, ωB97M-V/def2-TZVPD

Element x y z (Å)
C1 -1.16 5.05 2.79
N1 0.08 5.06 2.04
C2 0.38 6.26 1.29
C3 0.84 3.93 1.90
C4 2.03 3.94 1.10
C5 2.61 2.74 0.71
C6 2.04 1.51 1.10
P1 2.60 -0.02 0.23
C7 1.06 -1.02 0.53
C8 -0.20 -0.78 -0.05
C9 -1.32 -1.50 0.33
C10 -1.22 -2.51 1.31
N2 -2.34 -3.15 1.77
C11 -2.29 -4.05 2.90
C12 -3.67 -2.79 1.30
C13 0.06 -2.81 1.85
C14 1.16 -2.04 1.50
C15 2.17 0.53 -1.51
C16 2.80 -0.14 -2.58
C17 2.37 0.03 -3.89
C18 1.34 0.97 -4.18
N3 0.90 1.12 -5.46
C19 -0.17 2.03 -5.79
C20 1.42 0.28 -6.52
C21 0.78 1.72 -3.13
C22 1.20 1.50 -1.82
C23 1.06 1.52 2.12
C24 0.45 2.70 2.49
H1 -0.98 4.79 3.85
H2 -1.58 6.06 2.72
H3 -1.88 4.33 2.38
H4 0.35 6.09 0.21
H5 -0.37 7.01 1.58
H6 1.37 6.66 1.56
H7 2.45 4.89 0.77
H8 3.47 2.76 0.04
H9 -0.33 0.01 -0.78
H10 -2.29 -1.27 -0.13
H11 -1.59 -4.88 2.71
H12 -1.96 -3.54 3.82
H13 -3.29 -4.45 3.06
H14 -3.96 -1.78 1.64
H15 -3.70 -2.80 0.20
H16 -4.37 -3.53 1.69
H17 0.17 -3.62 2.56
H18 2.11 -2.21 2.01
H19 3.63 -0.83 -2.40
H20 2.81 -0.54 -4.70
H21 -1.13 1.69 -5.36
H22 0.04 3.03 -5.37
H23 -0.24 2.11 -6.88
H24 2.51 0.43 -6.63
H25 1.27 -0.79 -6.30
H26 0.91 0.54 -7.46
H27 0.02 2.47 -3.33
H28 0.72 2.08 -1.03
H29 0.71 0.58 2.56
H30 -0.36 2.69 3.23
O1 2.00 -3.96 4.39
C25 3.05 -3.48 4.15
Co1 4.51 -3.47 2.99
C26 5.27 -4.98 3.55
O2 5.82 -5.98 3.75
C27 3.74 -4.12 1.57
O3 3.29 -4.61 0.62
C28 5.46 -2.05 3.53
C29 4.91 -1.89 2.26
C30 4.96 -1.11 1.14
C31 5.48 -1.88 -0.03
C32 6.85 -2.13 -0.25
C33 7.25 -2.87 -1.36
C34 6.31 -3.33 -2.29
C35 4.95 -3.06 -2.10
C36 4.54 -2.45 -0.91
Co2 4.23 -1.86 5.06
C37 3.24 -2.14 6.49
O4 2.55 -2.40 7.37
C38 3.52 -0.32 4.59
O5 3.15 0.71 4.20
C39 5.53 -1.36 6.09
O6 6.33 -1.02 6.85
H31 6.55 -1.96 3.71
H32 5.07 -0.01 1.19
H33 7.57 -1.74 0.48
H34 8.31 -3.09 -1.51
H35 6.63 -3.90 -3.17
H36 4.21 -3.31 -2.87
H37 3.48 -2.32 -0.68

Output
- Relative energy (zero: lowest compared OMol25 entry of this formula, charge and spin): 105.5 kJ/mol
- E_LUMO: 2.206 eV
- Charge: -1

Here are the Mulliken charges for atoms 1 to 5, given in e:
1 C -0.951
2 N 0.129
3 C -0.965
4 C 0.921
5 C -0.714

***

2.
Molecular formula: C39H37N4O22
Method: DFT, ωB97M-V/def2-TZVPD

Element x y z (Å)
C1 -6.42 -0.89 -3.49
C2 -4.97 -1.22 -3.87
O1 -4.61 -1.06 -4.99
O2 -4.16 -1.65 -2.85
C3 -3.36 -2.79 -3.22
C4 -1.84 -2.42 -3.03
C5 -1.14 -3.25 -1.91
C6 -0.15 -2.42 -1.03
C7 1.35 -2.69 -1.40
N1 2.12 -1.45 -1.29
N2 2.43 -0.70 -2.36
C8 3.16 0.33 -1.94
N3 3.33 0.33 -0.62
C9 2.65 -0.81 -0.25
N4 2.58 -1.24 1.03
H1 -6.51 -0.56 -2.44
H2 -6.84 -0.07 -4.10
H3 -7.05 -1.78 -3.64
H4 -3.65 -3.61 -2.53
H5 -3.57 -3.14 -4.24
H6 -1.84 -1.34 -2.81
H7 -1.38 -2.61 -4.02
H8 -1.93 -3.70 -1.29
H9 -0.61 -4.09 -2.40
H10 -0.37 -2.66 0.02
H11 -0.40 -1.35 -1.19
H12 1.34 -2.96 -2.48
H13 1.75 -3.52 -0.80
H14 2.16 -0.95 -3.30
H15 3.54 1.07 -2.67
H16 2.06 -0.74 1.74
H17 3.07 -2.10 1.25
C10 -0.57 -3.24 4.71
C11 0.17 -2.98 3.63
C12 1.07 -4.01 3.03
O3 1.72 -3.71 2.04
C13 1.13 -5.32 3.65
C14 0.38 -5.59 4.73
C15 -0.53 -4.57 5.33
O4 -1.20 -4.86 6.29
O5 0.42 -6.78 5.33
O6 0.18 -1.79 3.02
H18 -1.23 -2.50 5.15
H19 1.80 -6.05 3.21
H20 -0.21 -6.72 6.08
H21 0.79 -1.89 2.27
C16 1.44 3.22 1.35
C17 1.59 2.48 2.45
C18 2.20 3.03 3.70
O7 2.30 2.30 4.67
C19 2.67 4.41 3.68
C20 2.52 5.16 2.58
C21 1.88 4.61 1.34
O8 1.75 5.33 0.37
O9 2.94 6.42 2.53
O10 1.20 1.19 2.50
H22 0.99 2.83 0.45
H23 3.13 4.79 4.58
H24 2.72 6.74 1.64
H25 1.41 0.88 3.40
C22 -10.27 -1.93 0.90
C23 -9.56 -1.68 -0.20
C24 -8.70 -2.73 -0.84
O11 -8.09 -2.46 -1.86
C25 -8.64 -4.04 -0.21
C26 -9.34 -4.29 0.90
C27 -10.22 -3.25 1.52
O12 -10.85 -3.54 2.52
O13 -9.30 -5.48 1.51
O14 -9.58 -0.48 -0.80
H26 -10.89 -1.18 1.37
H27 -8.00 -4.79 -0.67
H28 -9.89 -5.41 2.28
H29 -8.99 -0.56 -1.57
C28 7.48 5.02 3.66
C29 8.74 4.73 4.00
C30 9.32 3.37 3.78
O15 10.48 3.16 4.09
C31 8.46 2.34 3.19
C32 7.20 2.63 2.86
C33 6.63 4.00 3.06
O16 5.48 4.21 2.72
O17 6.38 1.71 2.32
O18 9.54 5.64 4.56
H30 7.05 6.00 3.82
H31 8.88 1.36 3.05
H32 5.54 2.18 2.17
H33 10.40 5.18 4.71
C34 2.47 4.52 -5.59
C35 1.41 5.15 -6.12
C36 0.09 4.45 -6.29
O19 -0.85 5.07 -6.75
C37 0.00 3.04 -5.90
C38 1.07 2.43 -5.38
C39 2.37 3.13 -5.18
O20 3.30 2.51 -4.69
O21 1.03 1.13 -5.01
O22 1.46 6.42 -6.50
H34 3.42 5.01 -5.46
H35 -0.94 2.54 -6.04
H36 1.93 0.95 -4.68
H37 0.57 6.64 -6.84

Output
- E_LUMO: -3.915 eV
- Charge: +1

Here are the Mulliken charges for atoms 1 to 5, given in e:
1 C -0.760
2 C 0.603
3 O -0.527
4 O -0.350
5 C -0.590

***

3.
Molecular formula: C39H38ClFeOP2
Method: DFT, ωB97M-V/def2-TZVPD

Element x y z (Å)
Fe1 -0.14 0.26 -0.58
Cl1 -0.62 -1.03 -2.27
P1 -2.20 0.51 0.30
P2 2.09 0.45 -0.84
C1 -2.88 -1.04 1.02
C2 -3.41 0.93 -1.03
C3 -2.54 1.75 1.60
C4 3.22 1.15 0.41
C5 2.83 -1.22 -1.11
C6 2.48 1.35 -2.40
C7 -3.45 -1.11 2.31
C8 -4.04 -2.29 2.75
C9 -4.07 -3.41 1.93
C10 -3.49 -3.37 0.66
C11 -2.90 -2.19 0.21
H1 -3.47 -0.23 2.94
H2 -4.50 -2.31 3.75
H3 -4.57 -4.32 2.26
H4 -3.53 -4.24 0.00
H5 -2.47 -2.14 -0.79
C12 -1.79 1.70 2.79
C13 -2.04 2.61 3.82
C14 -3.04 3.58 3.67
C15 -3.78 3.64 2.49
C16 -3.53 2.74 1.46
H6 -1.03 0.92 2.92
H7 -1.47 2.55 4.74
H8 -3.24 4.28 4.48
H9 -4.56 4.40 2.37
H10 -4.12 2.79 0.54
C17 -4.72 0.42 -1.03
C18 -5.59 0.73 -2.08
C19 -5.15 1.53 -3.15
C20 -3.86 2.05 -3.14
C21 -3.00 1.77 -2.07
H11 -5.06 -0.21 -0.21
H12 -6.60 0.33 -2.08
H13 -5.82 1.74 -3.98
H14 -3.51 2.68 -3.96
H15 -2.00 2.20 -2.06
C22 2.78 -1.82 -2.37
C23 3.40 -3.05 -2.59
C24 4.03 -3.71 -1.53
C25 4.04 -3.14 -0.25
C26 3.44 -1.90 -0.04
H16 2.26 -1.31 -3.19
H17 3.38 -3.48 -3.59
H18 4.53 -4.66 -1.71
H19 4.53 -3.65 0.58
H20 3.46 -1.46 0.94
C27 2.84 1.12 1.77
C28 3.67 1.69 2.73
C29 4.90 2.25 2.36
C30 5.28 2.26 1.01
C31 4.44 1.74 0.04
H21 1.90 0.65 2.06
H22 3.37 1.69 3.78
H23 5.54 2.70 3.11
H24 6.24 2.69 0.72
H25 4.73 1.79 -1.01
C32 3.69 1.16 -3.08
C33 3.95 1.84 -4.28
C34 2.97 2.68 -4.83
C35 1.75 2.85 -4.17
C36 1.51 2.21 -2.95
H26 4.43 0.46 -2.70
H27 4.90 1.70 -4.78
H28 3.15 3.18 -5.78
H29 0.96 3.48 -4.61
H30 0.55 2.33 -2.44
H31 0.16 1.69 0.23
H32 -0.18 1.92 -0.55
C37 0.65 -3.29 3.29
C38 0.52 -3.01 1.82
C39 0.36 -4.20 0.93
O1 0.53 -1.85 1.40
H33 0.68 -4.37 3.44
H34 -0.22 -2.87 3.81
H35 1.55 -2.82 3.68
H36 -0.65 -4.19 0.49
H37 1.06 -4.15 0.09
H38 0.51 -5.14 1.49

Output
- Relative energy (zero: lowest compared OMol25 entry of this formula, charge and spin): 0.0 kJ/mol
- E_LUMO (alpha / beta): -6.243 / -9.235 eV
- 2S+1: 6
- Charge: +2

Here are the Mulliken charges for atoms 1 to 5, given in e:
1 Fe -0.450
2 Cl -0.396
3 P 2.246
4 P 2.005
5 C 0.538

***

What energy values result from the calculations? In sequence: -142338.36649; -92038.72914; -108577.94029 eV.